A 12-piece molecular cluster, C47H80N8O27 overall at a distorted geometry, computed with ωB97M-V with the def2-TZVPD basis set.

## Properties
highest occupied orbital energy	-9.21	eV
frontier orbital gap	7.28	eV
structure (SMILES)	O=C1C=C(O)C(=O)C=C1O.O=C1C=C(O)C(=O)C=C1O.O=C1C=C(O)C(=O)C=C1O.O=C1C=C(O)C(=O)C=C1O.C[N+](=O)[O-].C[N+](=O)[O-].C[N+](=O)[O-].COC[C@H](C)N.COC[C@H](C)N.COC[C@H](C)N.COC[C@H](C)N.COC[C@H](C)N
calculated total energy	-4307.69920	Eh

XYZ file:
```
162
Properties=species:S:1:pos:R:3:forces:R:3
O -4.740074 5.347824 -5.507064 -0.847 1.644 -0.263
O -3.095171 6.447254 -3.591283 -0.454 0.589 -0.959
O 0.920785 -3.083235 -9.256456 -0.177 -0.540 -0.837
O -5.210325 -1.475257 -5.389091 1.760 0.762 -0.323
O -6.421202 9.643400 -6.350036 -1.758 2.561 -0.942
O 10.376639 -1.953132 3.657383 0.088 -0.924 -0.520
O -6.408867 10.540077 2.263292 0.647 -0.285 0.143
O 0.394085 0.043434 -5.925783 1.862 -0.002 -1.498
O 1.845583 1.624448 -0.477515 0.646 -0.029 -0.136
O -4.402156 -9.292369 5.049684 -0.247 0.829 -0.071
O 2.679483 1.554560 -6.845717 0.261 0.386 0.447
O -4.494250 10.864396 -4.512889 0.416 -1.620 -0.024
O -8.115653 8.484442 3.389385 1.704 1.173 -1.061
O 9.340764 0.212031 -4.116903 0.039 0.260 -0.853
O -5.563795 -7.448739 5.125974 -0.898 -0.381 0.427
O 0.649171 -3.817996 8.258982 -0.526 1.671 -0.752
O -9.482759 -0.110452 2.610589 -0.149 0.390 -0.015
O -4.387853 5.695261 3.886392 -2.065 2.505 -0.331
O 11.778347 -3.439616 2.971092 -0.029 -0.546 -0.081
O 3.199019 -1.646018 -10.216823 0.231 -0.843 -1.693
O -0.135368 -1.866209 7.416986 2.018 -2.986 1.435
O 3.503276 -2.346129 1.467063 0.790 -1.515 0.553
O 6.517920 -8.207182 6.138153 -1.881 0.884 2.114
O -0.514171 1.194211 1.036066 1.627 0.971 -0.598
O 1.515213 4.344237 5.931574 0.070 -1.057 -0.763
O -2.841016 7.535585 2.439183 -2.501 0.003 0.772
O 1.035944 -2.950663 2.400206 -1.419 0.819 -0.131
N 9.035073 -2.144648 -6.051759 0.473 1.078 0.119
N 4.292129 -9.544372 4.456890 -1.250 -0.639 -0.466
N 0.754669 -2.652507 7.894495 -1.533 1.784 -1.170
N -10.019187 -3.202463 4.733997 1.228 1.543 -1.134
N 10.769020 -2.794210 2.848667 -0.452 1.249 0.075
N -5.528191 -2.847277 -8.317107 0.273 -0.511 -1.090
N -4.578695 -8.096375 4.876115 0.699 0.338 -0.424
N 4.223322 6.463349 4.716657 -0.197 1.340 1.032
C 10.877297 -1.241594 -7.336516 1.011 1.129 0.624
C -3.732468 7.212430 -4.312496 0.554 -0.830 0.931
C 5.698494 -9.399705 4.186064 0.980 1.597 0.908
C 10.001060 -2.842837 1.537748 0.517 0.159 0.024
C -6.910792 -0.858047 -8.663842 -1.832 0.192 -1.619
C 2.588383 -1.635580 1.204420 -1.391 3.411 -2.029
C 1.347959 -1.940313 -8.753705 -0.307 0.106 0.295
C -10.090460 -1.322289 3.023275 0.205 0.114 -0.009
C -4.018825 7.848400 2.707724 2.217 0.113 -0.100
C 6.270584 -8.093793 4.766529 0.942 -0.257 -0.322
C -5.661112 9.030120 -5.697923 2.221 -3.819 0.850
C 5.372478 -7.875108 7.009280 0.211 -0.855 -0.607
C -6.219308 -1.584232 -6.392376 -1.396 1.869 1.931
C 3.336404 5.343501 4.740429 0.529 -0.725 -0.402
C 4.299658 4.174476 4.707369 -1.335 -1.625 0.344
C 1.742341 0.557300 0.309645 0.543 -0.783 -0.212
C 9.760830 0.257415 -5.478134 1.007 -0.257 -0.471
C 0.870990 4.110289 7.131865 -0.645 0.669 1.480
C 2.096041 -2.039085 8.052313 0.611 0.583 0.445
C -7.735115 -2.104086 3.976759 -1.316 -0.454 -1.412
C -9.310599 -2.001262 4.168894 1.810 1.445 2.123
C 2.556658 -1.264514 -9.292591 0.840 1.593 3.381
C 5.957880 -9.419500 2.713264 0.236 -0.676 -1.211
C 10.154128 -1.157409 -5.999470 -1.363 -1.139 0.771
C -5.591806 7.542558 -5.872036 -0.812 -0.260 -0.027
C -5.897114 9.342170 2.653789 -0.478 2.057 -1.750
C 0.689624 -1.455409 -7.709279 -0.838 0.548 0.854
C -5.673648 -1.284840 -4.050263 -0.471 -0.689 -0.594
C 2.694214 -0.430097 0.324870 -0.637 1.340 0.494
C 1.073734 -0.302670 -6.904780 -1.155 0.351 0.201
C -3.479298 -7.270089 4.300332 0.858 0.016 -0.237
C -4.750503 6.709504 -5.263498 0.492 -1.836 -0.442
C -4.572190 9.143533 2.385233 -1.780 -0.429 0.602
C 0.240682 -0.816835 1.653508 0.910 -3.425 2.151
C -4.955318 6.938918 3.479934 1.589 -2.822 0.041
C 8.695292 1.378800 -3.643755 -1.042 -0.546 1.096
C -3.646563 8.639149 -4.255355 -1.776 4.172 -0.558
C -10.410266 0.864244 2.146529 -0.143 -0.108 -0.029
C 0.452592 0.438159 1.067357 -1.585 -0.191 -0.778
C 3.068069 -0.133629 -8.399278 -1.645 -0.196 -0.547
C 2.402482 5.437165 5.968293 0.013 -0.255 -1.008
C 2.298837 0.428400 -7.420487 0.959 -1.380 -0.884
C -6.899398 8.350830 3.213809 -0.905 0.516 0.651
C -6.262634 7.198419 3.670336 1.677 -2.691 1.174
C 1.180276 -1.793107 1.710884 0.611 -0.972 0.987
C -5.866707 -1.506734 -7.892568 2.215 -0.746 2.761
C -4.588555 9.517192 -4.787318 1.224 0.065 1.019
H 10.749380 -2.927576 0.749756 0.027 0.350 0.123
H 1.556677 3.701004 7.873769 0.110 0.155 0.257
H -6.234994 -0.371407 -3.853787 -0.658 0.052 -0.732
H -7.215113 0.143206 -8.358898 0.225 -0.121 0.466
H 7.006771 -9.274430 2.454669 0.068 -0.349 0.135
H -4.981690 -0.886994 -8.036679 0.361 -0.086 0.443
H 3.591098 -0.197100 -0.229866 0.197 -0.410 -0.051
H 9.463286 -1.894763 1.545622 -0.088 -0.385 -0.355
H -3.992657 9.920868 1.909532 0.053 -0.109 0.014
H -0.030358 3.499111 7.177988 0.327 -0.780 -1.283
H -10.238527 -1.966009 2.156209 0.369 -0.451 -0.233
H -6.354397 7.125832 -6.513297 -0.019 0.041 -0.205
H -4.759848 -3.179144 -7.751750 0.273 0.044 -0.018
H -7.793551 -1.497445 -8.660908 -0.351 0.103 -0.161
H -7.079663 -1.236200 4.049251 -0.919 0.688 0.597
H 10.895766 -2.235894 -7.782744 -0.347 0.095 0.256
H 7.289317 -7.928716 4.415763 0.088 -0.298 -0.628
H -3.830412 -6.620080 3.498898 -0.399 -0.575 -0.127
H -3.145294 -6.545248 5.042729 0.049 -0.477 0.355
H -6.826410 -2.427776 -6.063783 -0.138 -0.756 -0.835
H 4.123923 -10.308318 5.095779 0.170 0.168 0.729
H -4.912596 -1.176872 -3.277456 0.815 -0.543 -0.717
H 11.909843 -0.970158 -7.116848 0.270 0.001 -0.310
H 4.815383 4.116645 5.665897 0.289 0.014 -0.189
H 5.436210 -8.700715 2.081345 -0.333 0.640 0.665
H 9.053672 0.793949 -6.110713 -0.444 -0.222 -0.113
H -5.314940 11.323818 -4.705233 -0.328 -0.085 -0.413
H 8.520399 1.148667 -2.592784 0.277 0.289 0.188
H 2.242884 1.613672 -5.992794 -0.422 0.255 0.414
H 9.144812 2.369252 -3.714965 0.905 -0.297 -0.323
H 7.676295 1.519725 -4.004145 -0.136 -0.302 -0.732
H -0.631336 -1.022573 2.256549 -0.401 0.315 -0.293
H 6.225528 -10.145307 4.781393 0.497 -0.388 -0.617
H -10.931988 -2.902228 4.422926 -0.792 -1.324 0.243
H 10.544702 -0.490886 -8.053392 -0.325 -0.138 -0.124
H -9.302862 -1.343088 5.037720 -0.733 0.668 -0.161
H -11.150936 1.144530 2.895491 0.201 0.070 0.551
H 2.744800 5.360639 3.825112 -0.588 -0.396 0.051
H -0.261946 -1.884099 -7.431543 0.095 -0.346 0.177
H -6.242979 -2.194485 -3.859216 -0.476 0.206 0.709
H -11.111313 -1.096407 3.331406 -0.214 -0.023 0.548
H 4.592582 6.576927 3.783469 -0.080 0.469 0.063
H -3.442240 5.670970 3.722583 0.400 0.482 -0.384
H -7.664556 -2.270742 2.901885 0.743 -1.128 -0.065
H 2.155373 -0.973766 7.829439 -0.848 -0.138 -0.158
H -7.292246 -2.831526 4.657067 -0.206 -0.440 -0.471
H 8.629357 -2.107865 -5.127567 -0.521 -0.166 0.118
H 3.941606 -9.991683 3.621934 -0.664 0.317 -0.397
H -6.587419 -0.744019 -9.698508 -0.038 -0.230 -0.102
H 5.412261 -6.889707 7.473506 0.489 0.140 -0.270
H -4.011150 4.901867 -5.069587 0.353 0.306 0.516
H 10.691837 0.821141 -5.537622 0.208 0.403 0.059
H 4.418239 -7.969456 6.490978 0.152 0.158 -0.394
H 8.378112 -1.721223 -6.691460 -0.626 -0.258 -0.125
H -11.039397 0.541166 1.317119 0.263 -0.466 -0.412
H 2.980502 5.535500 6.887166 0.171 -0.413 0.228
H -6.837363 6.498626 4.258868 -0.155 -0.145 -0.142
H 4.981985 4.151209 3.857662 0.151 0.652 0.141
H 2.822725 -2.501894 7.384594 -0.192 -0.543 0.406
H -7.368553 10.564646 2.261342 -0.392 -0.373 0.366
H 1.763167 6.317854 5.906989 0.185 0.590 -0.149
H 9.368578 -3.720038 1.401427 -0.067 0.099 0.730
H -2.688261 -7.947375 3.978367 -0.060 0.259 0.082
H 0.399176 5.025708 7.488934 0.477 0.626 0.452
H -9.876950 1.756581 1.818790 0.182 -0.185 0.178
H 4.008242 0.284736 -8.727070 -0.029 0.247 0.089
H 1.361170 -3.247888 -10.093438 0.325 -0.175 -0.388
H 5.294258 -8.613966 7.806828 0.468 -0.052 0.062
H -6.903370 -0.758332 -6.197312 -0.236 0.510 0.002
H 1.729659 -3.582760 2.198204 0.592 0.147 -0.141
H 10.748689 -1.559671 -5.179231 0.609 0.069 -0.174
H 3.730646 3.255193 4.568687 -0.071 -0.308 0.275
H 3.625381 7.220945 5.014341 0.585 1.032 -0.536
H -2.982576 9.270336 -3.683427 0.734 -0.934 0.517
H 5.744297 -7.196614 4.440650 -0.619 0.046 0.314
H -6.282214 -3.479703 -8.089975 -0.322 -0.054 -0.121
H -9.680392 -4.016299 4.241057 -0.525 -0.343 -0.298
H 2.299569 -2.138696 9.118502 0.472 -0.372 -0.224
H 5.577526 -10.347997 2.287439 0.440 -0.431 -0.017
H 1.008798 2.094955 -0.474815 -0.483 0.323 0.196
```
Positions in Å, forces in eV/Å.